{"formula": "C49H51AsN8O3SSeY", "method": "ωB97M-V with the def2-TZVPD basis set", "species": ["Y", "C", "C", "C", "C", "N", "C", "N", "C", "N", "C", "N", "C", "C", "C", "C", "C", "N", "C", "C", "C", "C", "C", "C", "H", "H", "H", "H", "H", "H", "H", "H", "H", "H", "H", "H", "O", "S", "O", "N", "C", "O", "C", "C", "C", "C", "C", "C", "H", "H", "H", "H", "C", "C", "C", "C", "N", "C", "Se", "N", "C", "C", "C", "C", "C", "C", "C", "C", "C", "C", "H", "H", "H", "H", "H", "H", "H", "H", "H", "H", "H", "H", "H", "H", "H", "H", "H", "H", "H", "H", "H", "H", "C", "As", "C", "C", "C", "C", "C", "C", "C", "C", "H", "H", "H", "H", "H", "H", "H", "H", "H", "H", "H", "H", "H"], "xyz": [[-0.597796, -0.567430, 2.948582], [-4.105402, 2.100762, 2.939445], [-3.725212, 3.390946, 2.554664], [-2.393812, 3.691116, 2.419826], [-1.419328, 2.703800, 2.651941], [-1.797017, 1.457178, 2.985870], [-3.112010, 1.180575, 3.140054], [-0.112095, 3.104700, 2.569471], [0.924887, 2.341248, 2.533138], [1.042021, 0.960182, 2.499895], [2.389168, 0.661139, 2.302489], [2.984031, -0.448539, 2.054570], [2.392459, -1.669348, 1.831235], [3.212203, -2.650435, 1.255053], [2.713307, -3.903796, 0.998027], [1.390095, -4.195671, 1.332161], [0.640640, -3.198676, 1.900275], [1.116142, -1.956891, 2.142526], [3.172748, 1.913468, 2.341584], [4.530313, 2.142196, 2.219436], [4.952601, 3.465992, 2.247186], [4.039569, 4.513590, 2.384261], [2.676003, 4.269160, 2.493012], [2.270656, 2.948003, 2.469237], [-5.140699, 1.828733, 3.083232], [-4.474863, 4.151058, 2.378528], [-2.050331, 4.678566, 2.149705], [-3.357179, 0.164209, 3.444988], [4.231258, -2.377323, 1.025618], [3.344223, -4.659390, 0.548684], [0.956661, -5.170754, 1.164811], [-0.389718, -3.395460, 2.190001], [5.224906, 1.320663, 2.107984], [6.007364, 3.693499, 2.164179], [4.404549, 5.532218, 2.403889], [1.955750, 5.070429, 2.588700], [-4.227418, -3.393265, 4.244129], [-2.825256, -3.643315, 4.126016], [-2.361753, -4.476145, 3.048201], [-1.989936, -2.219569, 4.070335], [-1.167364, -2.088039, 5.112158], [-0.371860, -1.105381, 5.146471], [-1.238592, -3.183468, 6.101326], [-0.547790, -3.324932, 7.290600], [-0.790458, -4.467356, 8.042746], [-1.694453, -5.432776, 7.608054], [-2.385887, -5.290267, 6.408533], [-2.134028, -4.151063, 5.676411], [0.151459, -2.566442, 7.615249], [-0.271614, -4.610926, 8.980604], [-1.863814, -6.311758, 8.215251], [-3.088665, -6.039070, 6.070356], [3.690514, 5.588986, -2.490078], [2.396247, 4.785816, -2.416471], [2.354591, 3.821152, -1.233325], [3.242375, 2.592738, -1.395504], [2.788139, 1.717026, -2.473567], [1.785006, 0.812560, -2.365103], [0.831240, 0.489292, -0.821177], [1.652436, 0.202916, -3.568537], [0.621603, -0.754562, -3.936405], [-0.443193, -0.131746, -4.831755], [-1.109261, 1.091828, -4.211546], [-2.275772, 1.597117, -5.049612], [2.588489, 0.717997, -4.456614], [2.866543, 0.411706, -5.780732], [3.896788, 1.113132, -6.384516], [4.621600, 2.083855, -5.687829], [4.344431, 2.383445, -4.364291], [3.312440, 1.680036, -3.760681], [3.707467, 6.238349, -3.365384], [4.572010, 4.946583, -2.544322], [3.803914, 6.217891, -1.604798], [2.240581, 4.235467, -3.349964], [1.554231, 5.476527, -2.335248], [1.335439, 3.471998, -1.053480], [2.671869, 4.339116, -0.323726], [3.246048, 2.002263, -0.480180], [4.273240, 2.865585, -1.622823], [0.185949, -1.108049, -3.002198], [1.106140, -1.601000, -4.427066], [-1.190536, -0.903712, -5.037702], [-0.012706, 0.139891, -5.799469], [-0.368635, 1.888752, -4.093882], [-1.447477, 0.849666, -3.199162], [-1.951036, 1.852023, -6.060169], [-2.725838, 2.487239, -4.610162], [-3.055457, 0.837148, -5.135324], [2.309959, -0.342191, -6.320035], [4.145390, 0.905756, -7.416245], [5.417914, 2.612999, -6.193087], [4.909232, 3.136553, -3.833472], [-4.207130, -1.967834, 1.084837], [-2.465059, -1.243408, 0.627755], [-3.010789, 0.244443, -0.491805], [-1.791744, -2.578095, -0.647958], [-2.761281, -2.903706, -1.741050], [-3.629401, -3.986391, -1.623714], [-4.542975, -4.271932, -2.627999], [-4.600678, -3.479108, -3.765330], [-3.737453, -2.399907, -3.893677], [-2.827035, -2.114820, -2.887052], [-4.797803, -2.063812, 0.174511], [-4.710148, -1.290000, 1.773579], [-4.109507, -2.940815, 1.560445], [-3.697601, -0.104920, -1.261273], [-2.130835, 0.702256, -0.941784], [-3.515025, 0.976435, 0.139959], [-1.558789, -3.463030, -0.053986], [-0.855741, -2.165864, -1.029593], [-3.584365, -4.613391, -0.740070], [-5.208083, -5.119136, -2.523759], [-5.311140, -3.703660, -4.549588], [-3.773614, -1.780516, -4.781143], [-2.154383, -1.270881, -2.986360]], "forces_ev_per_a": [[-0.063, 0.044, -0.082], [0.001, 0.001, 0.002], [0.002, 0.003, 0.001], [-0.006, 0.003, 0.003], [0.008, -0.001, 0.008], [-0.024, -0.005, 0.012], [-0.010, 0.020, 0.013], [-0.004, -0.006, -0.007], [-0.001, 0.007, 0.024], [0.008, 0.020, -0.060], [-0.009, -0.014, -0.002], [-0.002, 0.007, -0.012], [0.004, -0.008, 0.001], [-0.004, 0.007, -0.007], [0.002, -0.007, 0.002], [0.003, 0.006, 0.005], [-0.005, -0.006, 0.007], [0.030, -0.014, -0.007], [-0.011, 0.003, 0.002], [0.006, 0.003, 0.002], [-0.001, 0.004, 0.001], [0.002, -0.002, 0.007], [-0.007, 0.007, 0.002], [0.007, -0.005, -0.010], [0.000, -0.001, 0.000], [-0.001, 0.000, 0.000], [-0.001, 0.000, 0.000], [-0.002, 0.000, -0.001], [-0.001, -0.002, 0.000], [0.000, 0.000, 0.000], [0.000, -0.001, 0.000], [-0.001, 0.001, -0.003], [0.002, -0.001, -0.001], [0.000, 0.000, 0.000], [0.000, 0.000, 0.002], [0.001, 0.001, -0.001], [0.001, -0.001, 0.002], [-0.011, 0.001, -0.012], [0.002, 0.001, 0.005], [0.011, 0.015, -0.016], [0.017, 0.008, 0.006], [0.003, -0.042, 0.127], [0.001, 0.000, 0.005], [0.001, -0.001, 0.000], [0.000, 0.000, -0.001], [-0.003, -0.004, 0.000], [0.001, 0.000, 0.003], [0.006, -0.004, -0.004], [-0.001, 0.000, 0.000], [-0.001, -0.001, 0.000], [-0.001, -0.001, 0.000], [0.000, 0.000, 0.000], [-0.001, 0.000, 0.000], [0.000, 0.001, -0.001], [0.008, -0.003, 0.001], [-0.002, -0.011, -0.006], [0.013, -0.005, 0.011], [0.017, 0.044, 0.007], [-0.053, -0.049, -0.038], [0.015, 0.010, 0.010], [0.021, -0.026, 0.007], [-0.018, -0.002, -0.001], [-0.016, -0.006, -0.004], [0.006, 0.003, 0.001], [0.007, -0.004, 0.009], [-0.004, 0.000, 0.000], [-0.002, 0.002, 0.001], [0.001, -0.003, 0.000], [0.003, -0.001, 0.001], [-0.004, 0.007, -0.005], [0.001, 0.000, 0.000], [-0.001, 0.005, 0.005], [0.000, 0.000, 0.001], [-0.002, 0.001, 0.001], [0.001, 0.001, 0.002], [-0.009, -0.004, -0.001], [0.001, -0.003, -0.002], [0.000, -0.003, -0.004], [0.006, -0.001, 0.004], [0.003, -0.002, -0.004], [-0.006, 0.002, 0.001], [-0.002, -0.004, -0.005], [0.008, 0.007, -0.001], [0.001, -0.002, 0.008], [0.004, 0.014, -0.015], [0.000, 0.001, -0.002], [-0.001, 0.001, -0.001], [-0.005, -0.006, 0.001], [-0.005, 0.000, -0.002], [0.002, -0.001, 0.001], [0.000, -0.001, 0.000], [-0.002, -0.006, -0.002], [-0.013, 0.021, -0.007], [0.087, -0.007, 0.001], [0.026, 0.030, 0.020], [-0.018, -0.005, -0.019], [0.000, -0.003, 0.006], [-0.002, 0.011, 0.005], [0.003, -0.002, -0.002], [-0.003, -0.003, 0.000], [-0.005, -0.001, 0.008], [0.005, -0.011, -0.007], [0.003, -0.002, 0.000], [-0.007, -0.016, 0.004], [0.017, -0.007, 0.005], [0.000, -0.002, -0.010], [-0.009, -0.006, -0.002], [-0.001, 0.003, -0.003], [-0.002, -0.006, 0.003], [-0.002, 0.002, 0.007], [-0.002, -0.003, -0.002], [-0.001, 0.000, -0.001], [0.000, -0.002, 0.000], [0.002, 0.006, -0.006], [-0.011, 0.013, 0.011]], "lowdin_charge": [1.433, -0.054, -0.036, 0.014, -0.307, -0.012, -0.176, 0.175, -0.289, -0.012, -0.324, 0.173, -0.329, 0.013, -0.031, -0.040, -0.150, 0.001, -0.122, -0.002, -0.057, -0.063, -0.009, -0.113, 0.115, 0.118, 0.120, 0.092, 0.120, 0.118, 0.117, 0.070, 0.119, 0.108, 0.109, 0.119, -0.267, 0.636, -0.300, -0.148, -0.512, -0.086, -0.133, 0.019, -0.041, -0.039, -0.013, -0.204, 0.130, 0.115, 0.116, 0.129, -0.101, -0.247, -0.183, -0.144, -0.011, -0.650, 0.720, -0.021, -0.146, -0.186, -0.261, -0.094, -0.144, -0.001, -0.074, -0.071, 0.001, -0.144, 0.076, 0.052, 0.076, 0.100, 0.109, 0.087, 0.102, 0.086, 0.122, 0.065, 0.134, 0.106, 0.110, 0.111, 0.074, 0.079, 0.074, 0.065, 0.113, 0.108, 0.108, 0.101, -0.270, 1.100, -0.283, -0.318, -0.307, -0.054, -0.072, -0.081, -0.072, -0.061, 0.038, 0.027, 0.011, 0.034, -0.031, 0.019, 0.065, 0.034, 0.117, 0.107, 0.106, 0.099, 0.082], "e_homo_ev": -9.6548, "charge": 1, "multiplicity": 1}



{"formula": "C5H8O2", "method": "ωB97M-V with the def2-TZVPD basis set", "species": ["C", "C", "O", "C", "O", "H", "H", "H", "H", "H", "H", "C", "C", "H", "H"], "xyz": [[0.741022, 0.994296, 0.960699], [1.080790, 0.576840, -0.473379], [-0.009207, 0.692747, -1.351822], [1.671291, -0.820729, -0.481068], [2.533014, -1.206429, 0.255267], [-0.050517, 0.357743, 1.355658], [1.621780, 0.889008, 1.586038], [0.406783, 2.027284, 0.982103], [1.850687, 1.249280, -0.875429], [-0.754296, 0.179130, -1.003310], [1.226167, -1.478925, -1.255269], [-2.734900, -0.297333, -0.030598], [-2.415701, -1.430815, 0.172900], [-3.056770, 0.696069, -0.138258], [-2.110147, -2.428162, 0.296461]], "forces_ev_per_a": [[0.107, -0.067, -0.311], [0.191, 0.416, 0.540], [-0.273, -0.210, -0.183], [-0.267, -0.003, -0.404], [0.172, -0.016, 0.203], [-0.032, -0.025, 0.055], [0.068, -0.030, 0.115], [-0.046, 0.090, -0.026], [-0.039, -0.122, 0.075], [0.168, 0.062, -0.041], [0.014, -0.106, -0.040], [-0.059, -0.401, 0.275], [0.021, 0.375, -0.247], [-0.162, 0.589, -0.141], [0.136, -0.552, 0.129]], "lowdin_charge": [-0.033, -0.410, -0.048, -0.223, 0.070, 0.072, 0.080, 0.082, 0.156, 0.028, 0.130, 0.006, 0.031, 0.034, 0.024], "smiles": "C[C@H](O)C=O.C#C", "e_homo_ev": -9.6931, "charge": 0, "multiplicity": 1}



Going through the records in order, we get Kohn-Sham gap values of 6.451 10.528 eV.
Going through the records in order, we get energy above the lowest of the compared OMol25 structures with the same formula, charge and spin values of 46.3 286.6 kJ/mol.
Going through the records in order, we get LUMO level values of -0.1177 0.0307 Ha.